ORCA calculation (ωB97M-V/def2-TZVPD) on a cluster of 2 separate species, CBrF2O3S in total in a non-equilibrium geometry.

```
! RIJCOSX wB97M-V def2-TZVPD def2/J DEFGRID3
* xyz -1 3
C 2.89416 1.36187 -0.01211
O -0.96013 0.73587 1.42408
O -0.93368 -1.41647 0.21919
O -1.17244 0.82607 -0.97288
F 2.42761 1.65430 1.14960
F -3.01723 -0.18235 0.44160
S -1.35317 -0.01311 0.24778
Br 1.56729 0.27229 -0.76988
*
```

Calculated values
* energy relative to the best compared isomer or geometry (same formula, charge and spin): 6.8 kcal/mol
* E_tot: -93489.84083 eV
* E_LUMO (spin up / spin down): 3.5 / 1.0 eV
* HOMO-LUMO gap (spin up / spin down): 0.296 / 0.249 Eh

Need the Mulliken charges? In units of e they are: C 0.026; O -0.593; O -0.604; O -0.615; F -0.121; F -0.341; S 1.202; Br 0.046